(1)
Formula: C49H61N3O7SSi2W
Source: OMol25
Level of theory: ωB97M-V with the def2-TZVPD basis set

Values from the calculation:
Energy above the lowest of the compared OMol25 structures with the same formula, charge and spin (eV): 0.432
Multiplicity: 3
Highest occupied orbital energy (spin up / spin down) (eV): -6.925 / -8.344
LUMO level (spin up / spin down) (eV): -0.3911 / -0.7458
Orbital gap (spin up / spin down) (eV): 6.534 / 7.598
Electronic energy (a.u.): -3639.40642

Structure (XYZ):
```
124
Properties=species:S:1:pos:R:3:mulliken_spin:R:1
W 0.4026 -0.9401 -0.4554 1.447
C 0.7041 1.7966 2.7636 -0.028
C -0.0062 2.9296 2.3341 0.052
C -0.4397 2.9859 1.0265 -0.019
C -0.2204 1.9090 0.1661 0.070
N 0.4882 0.7917 0.5953 0.013
C 0.9410 0.7768 1.8787 0.036
C -0.7439 1.7445 -1.1701 0.036
C -1.5037 2.7040 -1.8519 -0.014
C -2.0225 2.4281 -3.0971 0.024
C -1.7733 1.1954 -3.6991 -0.013
C -1.0014 0.2555 -3.0411 0.040
C -0.4702 0.4690 -1.7601 -0.081
H 1.0410 1.7183 3.7847 0.001
H -0.1980 3.7355 3.0224 -0.009
H -0.9773 3.8514 0.6719 0.002
H 1.5303 -0.1016 2.1564 -0.049
H -1.6910 3.6665 -1.4002 0.002
H -2.6409 3.1581 -3.5985 0.001
H -2.1968 0.9770 -4.6706 0.000
H -0.8075 -0.6986 -3.5256 0.006
C 3.7895 -2.0094 3.1856 -0.009
C 4.6079 -1.6383 1.9501 0.007
C 4.7880 -2.8419 1.0340 0.013
C 5.9772 -1.0777 2.3452 0.000
O 3.8611 -0.6269 1.2635 -0.003
Si 3.9951 0.0474 -0.2024 0.080
S 2.5269 -0.7675 -1.5382 0.090
O 3.6385 1.6176 -0.0360 0.011
C 4.2956 2.6895 0.6491 0.000
C 5.7511 2.7956 0.1969 0.000
C 3.5298 3.9599 0.2762 -0.003
C 4.2594 2.4607 2.1592 0.004
O 5.4517 -0.2800 -0.8416 -0.015
C 5.9044 -0.4433 -2.1909 -0.001
C 7.4224 -0.2575 -2.1767 -0.001
C 5.5721 -1.8506 -2.6884 0.008
C 5.2530 0.5994 -3.0935 0.008
H 4.3610 -2.6783 3.8220 0.000
H 2.8810 -2.5187 2.8806 0.004
H 3.5357 -1.1156 3.7494 0.002
H 5.1956 -3.6867 1.5827 0.000
H 5.4541 -2.5762 0.2188 -0.002
H 3.8233 -3.1231 0.6230 0.005
H 6.6111 -1.8760 2.7240 0.000
H 5.8753 -0.3259 3.1235 0.000
H 6.4490 -0.6251 1.4768 0.000
H 5.7992 2.9978 -0.8682 0.000
H 6.2695 1.8617 0.3923 0.000
H 6.2487 3.6025 0.7285 0.000
H 3.5983 4.1354 -0.7939 0.000
H 3.9447 4.8140 0.8041 0.000
H 2.4814 3.8511 0.5401 0.002
H 4.6874 1.4917 2.3866 -0.001
H 3.2401 2.4872 2.5295 0.000
H 4.8413 3.2306 2.6582 0.000
H 7.8884 -1.0195 -1.5572 0.000
H 7.6869 0.7235 -1.7906 0.000
H 7.7969 -0.3524 -3.1924 0.000
H 6.0967 -2.5991 -2.1007 0.001
H 5.8802 -1.9466 -3.7253 0.000
H 4.5031 -2.0171 -2.6144 0.006
H 5.4744 1.5988 -2.7287 0.001
H 4.1766 0.4559 -3.0963 0.001
H 5.6309 0.4961 -4.1060 0.001
C -0.2115 -6.6245 1.7757 0.000
C 1.1883 -6.6286 1.1754 0.000
C 1.3812 -5.5778 0.0640 -0.002
C 2.8051 -5.7624 -0.5431 0.002
C 3.0991 -4.9267 -1.7852 -0.019
C 0.3680 -5.7931 -1.0366 -0.001
O -0.0302 -6.8679 -1.4210 0.002
N -0.0694 -4.6340 -1.6548 0.006
C 0.2824 -3.3742 -1.2615 0.053
O -0.0582 -2.3504 -1.9425 0.017
N 0.9313 -3.1368 -0.1146 0.023
C 1.3459 -4.1742 0.6748 -0.026
O 1.7614 -3.9704 1.8007 -0.005
H -0.2377 -7.3051 2.6226 0.000
H -0.9478 -6.9494 1.0467 0.000
H -0.4815 -5.6331 2.1262 0.000
H 1.3997 -7.6152 0.7596 0.000
H 1.9137 -6.4108 1.9601 0.000
H 2.9312 -6.8165 -0.7986 0.000
H 3.5228 -5.5190 0.2430 0.000
H 2.5132 -5.2746 -2.6334 0.000
H 4.1526 -5.0226 -2.0389 0.000
H 2.8930 -3.8683 -1.6261 0.009
H -0.6698 -4.7267 -2.4663 -0.001
O -0.8027 -1.4359 0.9850 0.163
Si -2.1830 -1.6957 1.7585 -0.011
C -2.6732 -0.2109 2.8501 0.003
C -2.9411 1.0405 2.3056 -0.002
C -3.3388 2.0995 3.1019 -0.002
C -3.4717 1.9239 4.4686 0.003
C -3.2210 0.6841 5.0303 -0.001
C -2.8299 -0.3686 4.2238 0.002
C -3.5134 -1.8369 0.4081 0.006
C -3.0885 -1.6691 -0.9039 -0.032
C -3.9783 -1.5705 -1.9568 0.008
C -5.3391 -1.6342 -1.7055 0.001
C -5.7846 -1.8316 -0.4084 0.000
C -4.8824 -1.9339 0.6354 0.001
C -1.8819 -3.1449 2.9314 -0.007
C -0.6179 -3.2304 3.5119 0.004
C -0.3282 -4.1999 4.4522 0.003
C -1.3176 -5.0858 4.8474 0.000
C -2.5832 -5.0061 4.2882 0.000
C -2.8624 -4.0449 3.3323 0.001
H -2.8340 1.1789 1.2391 -0.004
H -3.5574 3.0593 2.6566 0.000
H -3.7740 2.7475 5.0963 0.000
H -3.3293 0.5342 6.0954 0.000
H -2.6455 -1.3371 4.6637 0.001
H -2.0163 -1.5869 -1.0935 0.087
H -3.6082 -1.4249 -2.9616 0.000
H -6.0491 -1.5282 -2.5135 0.000
H -6.8454 -1.8816 -0.2050 0.000
H -5.2494 -2.0754 1.6402 0.000
H 0.1439 -2.5290 3.2035 -0.009
H 0.6662 -4.2643 4.8658 0.000
H -1.0998 -5.8464 5.5833 0.000
H -3.3479 -5.7075 4.5916 0.000
H -3.8469 -3.9873 2.8871 0.000
```


(2)
Formula: C49H62BrGeI2InN3OPSe
Source: OMol25
Level of theory: ωB97M-V with the def2-TZVPD basis set

Values from the calculation:
Energy above the lowest of the compared OMol25 structures with the same formula, charge and spin (eV): 0.000
Highest occupied orbital energy (eV): -7.443
LUMO level (eV): -0.4506
Orbital gap (eV): 6.993
Electronic energy (a.u.): -10323.12385

Structure (XYZ):
```
122
Properties=species:S:1:pos:R:3:lowdin_charge:R:1
In -0.6245 -1.0549 0.6146 0.263
C 5.7317 -0.8579 5.1417 -0.047
C 6.0440 -1.0485 3.6511 -0.559
C 7.1738 -0.0943 3.2692 -0.066
C 6.5255 -2.4863 3.4190 -0.048
C 4.7776 -0.7908 2.8367 -0.174
C 3.6588 -1.5954 3.0337 -0.090
C 2.5068 -1.3185 2.3399 -0.507
Br 1.0041 -2.4457 2.6826 0.838
C 2.3417 -0.2629 1.4205 -0.391
O 1.1598 0.0440 0.9258 -0.338
C 3.5033 0.4904 1.1534 -0.075
C 4.6590 0.2155 1.8909 0.015
C 3.6156 1.6066 0.0991 -0.517
C 3.9383 2.9327 0.8042 -0.038
C 4.7586 1.2517 -0.8663 -0.042
C 2.3763 1.8295 -0.7699 -0.053
H 6.6224 -1.0454 5.7455 0.084
H 4.9488 -1.5403 5.4753 0.077
H 5.3922 0.1611 5.3379 0.084
H 8.0570 -0.3163 3.8712 0.085
H 6.9027 0.9477 3.4497 0.086
H 7.4536 -0.1970 2.2190 0.088
H 7.4479 -2.6712 3.9737 0.083
H 6.7192 -2.6649 2.3601 0.091
H 5.7860 -3.2160 3.7509 0.076
H 3.6717 -2.4161 3.7379 0.103
H 5.5218 0.8359 1.6957 0.090
H 4.9108 2.9128 1.2980 0.077
H 3.1839 3.1603 1.5612 0.085
H 3.9483 3.7499 0.0793 0.085
H 5.7084 1.1050 -0.3521 0.072
H 4.8919 2.0545 -1.5952 0.086
H 4.5248 0.3347 -1.4102 0.093
H 1.5048 2.1288 -0.1962 0.063
H 2.1050 0.9324 -1.3290 0.082
H 2.6017 2.6201 -1.4900 0.084
I -5.0889 -2.0430 1.2265 0.772
C -4.6385 -3.3728 2.8067 -1.168
I -2.5842 -3.4712 3.2803 0.823
H -4.9534 -4.3639 2.5084 -0.042
H -5.1635 -3.0361 3.6909 -0.039
C -5.4730 2.1204 -3.3807 -0.226
N -4.1155 1.8828 -3.8477 -0.023
C -3.9302 0.5028 -4.2916 -0.210
N -4.3226 -0.4606 -3.2804 -0.151
C -5.6746 -0.1646 -2.8319 -0.194
N -5.8241 1.1945 -2.3271 -0.164
C -5.1053 1.3910 -1.0713 -0.326
P -3.3575 0.7490 -0.8712 0.955
C -2.2964 1.9768 -1.6763 -0.276
C -3.4159 -0.6079 -2.1478 -0.347
H -6.2259 1.9907 -4.1753 0.120
H -5.5464 3.1435 -3.0072 0.121
H -3.8395 2.5388 -4.5674 0.119
H -2.8780 0.3558 -4.5410 0.111
H -4.5343 0.2789 -5.1860 0.123
H -5.9561 -0.8774 -2.0530 0.118
H -6.3583 -0.2896 -3.6751 0.126
H -5.6849 0.8930 -0.2869 0.057
H -5.1013 2.4536 -0.8151 0.082
H -0.7910 0.6437 -2.2762 0.049
H -2.6408 3.0072 -1.6556 0.077
H -3.6965 -1.5264 -1.6226 0.051
H -2.3949 -0.7620 -2.4992 0.041
C -1.1200 1.6802 -2.2245 -0.139
C -0.2212 2.6405 -2.8948 -0.228
C 0.7151 2.1608 -3.8077 -0.052
C 1.5735 3.0248 -4.4710 -0.087
C 1.5150 4.3883 -4.2226 -0.097
C 0.5884 4.8779 -3.3091 -0.083
C -0.2726 4.0132 -2.6533 -0.040
H 0.7735 1.0924 -3.9854 0.109
H 2.2956 2.6320 -5.1753 0.102
H 2.1898 5.0647 -4.7301 0.098
H 0.5418 5.9402 -3.1043 0.100
H -0.9796 4.4007 -1.9320 0.092
C -2.8853 -6.8205 -3.7751 -0.051
C -2.1667 -5.6265 -3.2097 -0.268
C -1.8782 -4.5196 -3.9860 -0.015
C -1.1875 -3.4158 -3.4858 -0.293
C -0.9553 -2.2648 -4.4294 -0.068
C -0.7676 -3.4317 -2.1517 -0.491
Se 0.3558 -2.0004 -1.4956 0.772
C -1.0498 -4.5453 -1.3419 -0.291
C -0.6415 -4.6163 0.0981 -0.118
C -1.7469 -5.6150 -1.8858 -0.015
H -3.3322 -6.5944 -4.7428 0.073
H -3.6781 -7.1572 -3.1057 0.078
H -2.2001 -7.6593 -3.9143 0.083
H -2.1962 -4.5017 -5.0231 0.118
H -0.8466 -2.6300 -5.4504 0.083
H -0.0719 -1.6827 -4.1751 0.034
H -1.8169 -1.5947 -4.4207 0.059
H -1.0993 -3.8103 0.6760 -0.042
H 0.4370 -4.5137 0.2261 0.067
H -0.9644 -5.5585 0.5396 0.080
H -1.9661 -6.4676 -1.2515 0.118
Ge -1.6370 0.4990 2.4487 0.803
C -1.8339 2.3229 1.8185 -0.373
C -0.7355 3.0818 1.4207 -0.103
C -0.8922 4.3975 1.0079 -0.086
C -2.1564 4.9691 0.9757 -0.095
C -3.2609 4.2247 1.3696 -0.094
C -3.0990 2.9115 1.7920 -0.151
C -0.4201 0.4063 3.9616 -0.376
C 0.8488 0.9861 3.9442 -0.115
C 1.7095 0.8416 5.0224 -0.075
C 1.3121 0.1175 6.1376 -0.084
C 0.0455 -0.4483 6.1779 -0.089
C -0.8134 -0.3031 5.0969 -0.158
H -3.0095 0.0086 2.9353 -0.046
H 0.2535 2.6426 1.4242 0.074
H -0.0258 4.9711 0.7031 0.107
H -2.2813 5.9950 0.6530 0.102
H -4.2478 4.6705 1.3573 0.101
H -3.9673 2.3396 2.0990 0.093
H 1.1880 1.5303 3.0734 0.088
H 2.6996 1.2787 4.9799 0.104
H 1.9870 -0.0027 6.9755 0.101
H -0.2722 -1.0070 7.0492 0.101
H -1.7952 -0.7613 5.1362 0.066
```